Model i:
19
Properties=species:S:1:pos:R:3:mulliken_charge:R:1 method="wB97M-V/def2-TZVPD" molar_mass_g_mol=156.23 gap_ev=8.639 lumo_ev=0.00 multiplicity=1
S 3.3345 -2.1215 -0.1081 -0.211
S 1.4031 -1.6497 -0.8296 -0.063
H 3.8709 -2.0597 -1.4066 0.162
H 0.8757 -2.1335 0.2364 0.086
O 0.7875 1.6013 -2.9982 -0.611
H 1.0089 0.7179 -2.7208 0.294
H -0.0266 1.8505 -2.5594 0.322
O -4.2635 3.9801 3.8854 -0.646
H -4.5018 3.3954 3.0908 0.329
H -3.3988 4.3129 3.6816 0.318
O -0.0651 1.2587 0.8330 -0.603
H -1.0094 1.2001 0.6240 0.321
H -0.1347 1.2458 1.8282 0.282
O -2.5013 0.4460 -2.0176 -0.621
H -3.0370 0.9247 -2.7002 0.318
H -2.1959 -0.3507 -2.4243 0.307
O -1.9258 -0.6551 1.8673 -0.631
H -2.4815 -0.9228 2.6907 0.322
H -1.0261 -0.8885 2.1046 0.323

Model ii:
19
Properties=species:S:1:pos:R:3:mulliken_charge:R:1 method="wB97M-V/def2-TZVPD" molar_mass_g_mol=156.23 gap_ev=9.789 lumo_ev=0.46 multiplicity=1
S -1.1119 4.2504 0.0924 -0.177
S 0.2277 3.7658 1.6510 -0.184
H -0.3575 3.7740 -0.8797 0.159
H -0.2916 2.5392 1.8235 0.162
O 0.1251 0.4915 -1.1130 -0.592
H -0.8220 0.3866 -1.2524 0.288
H 0.5938 -0.2731 -1.4222 0.311
O -1.2807 -1.8081 -0.1746 -0.626
H -1.1279 -2.7770 -0.1161 0.290
H -0.8402 -1.5714 0.6536 0.331
O -2.5130 -5.0519 -0.5954 -0.600
H -2.9159 -5.1669 -1.4402 0.301
H -2.8205 -5.8700 -0.1564 0.313
O 2.8786 2.5945 -0.2061 -0.550
H 3.8053 2.3414 -0.1553 0.277
H 2.9514 3.5091 -0.5388 0.305
O 0.9068 -0.6117 1.4552 -0.637
H 0.7187 0.1441 0.8668 0.339
H 1.8737 -0.6663 1.5076 0.289

Model iii:
19
Properties=species:S:1:pos:R:3:mulliken_charge:R:1 method="wB97M-V/def2-TZVPD" molar_mass_g_mol=156.23 gap_ev=9.104 lumo_ev=0.23 multiplicity=1
S -0.2180 -2.9400 2.0748 -0.230
S 1.3589 -2.3250 0.8252 -0.106
H -0.1312 -4.2356 1.7423 0.159
H 0.6251 -1.3273 0.3445 0.127
O -2.8178 -0.9482 -0.1297 -0.633
H -2.1245 -0.8202 0.5323 0.310
H -2.6537 -1.8675 -0.3724 0.305
O -1.8805 2.0819 -0.2207 -0.668
H -1.0837 1.6494 0.1313 0.358
H -2.5037 1.3821 0.0138 0.315
O 0.2489 0.7783 1.1141 -0.493
H 1.0044 1.0928 0.5991 0.335
H 0.4312 1.0141 2.0297 0.272
O 0.7026 1.2176 -2.2236 -0.650
H 0.1595 0.8217 -2.9102 0.306
H 0.1286 1.8809 -1.8111 0.308
O 2.7296 0.8432 -0.2393 -0.666
H 2.3594 1.0290 -1.1261 0.356
H 3.6648 0.6729 -0.3740 0.295

Of them, the most stable is model iii and the least stable is model i.

Model i:
9
Properties=species:S:1:pos:R:3:mulliken_charge:R:1 method="wB97M-V/def2-TZVPD" molar_mass_g_mol=79.13 gap_ev=8.781 lumo_ev=0.58 multiplicity=1
H 0.0509 1.2989 -1.1612 0.195
N -0.6744 0.7486 -0.4599 -0.127
N -1.8295 0.5590 -0.7601 -0.309
H -2.2836 0.9366 -1.7355 0.213
N 1.0915 -0.9723 1.1322 -0.545
S 1.8075 -1.1975 -0.3228 -0.148
H 1.5996 -0.3383 1.8395 0.250
H 0.0897 -0.5607 1.0220 0.359
H 2.5741 -2.2243 0.0846 0.110

Model ii:
9
Properties=species:S:1:pos:R:3:mulliken_charge:R:1 method="wB97M-V/def2-TZVPD" molar_mass_g_mol=79.13 gap_ev=9.051 lumo_ev=0.77 multiplicity=1
N 1.7101 0.7847 0.0356 -0.484
N 0.7835 -0.1903 -0.1673 -0.286
S -0.8833 0.2666 -0.5901 -0.025
N -1.9754 -0.7090 0.3061 -0.510
H 1.9147 1.4325 -0.7611 0.235
H 1.2122 1.4005 0.6429 0.257
H 1.0813 -0.9219 -1.0163 0.279
H -1.9868 -0.3610 1.3426 0.273
H -1.8562 -1.7021 0.2077 0.262

Of them, the most stable is model ii and the least stable is model i.

Model i:
20
Properties=species:S:1:pos:R:3:mulliken_charge:R:1 method="wB97M-V/def2-TZVPD" molar_mass_g_mol=138.17 gap_ev=9.904 lumo_ev=0.82 multiplicity=1
C 0.4461 -0.8831 0.8690 0.479
C -0.9141 0.1410 -1.0148 0.252
C 0.2844 1.0634 0.5079 0.073
C 0.6186 -0.1892 -0.4323 0.515
C 0.6679 -2.2942 1.1722 -1.040
C 1.7859 -0.4832 -1.4069 -1.141
C -2.1349 2.0181 0.2149 -0.848
N 0.1563 0.1522 1.6137 -0.780
N -0.9915 1.2523 -0.2348 0.087
O -1.6094 -0.4037 -1.8011 -0.597
H 0.9196 2.0096 0.6116 0.351
H -0.0632 -2.5138 2.0128 0.330
H 1.7497 -2.4584 1.4080 0.267
H 0.4116 -2.7231 0.1981 0.317
H 1.6373 -0.0347 -2.4857 0.297
H 2.1164 -1.5746 -1.4713 0.253
H 2.5719 0.1947 -0.9742 0.317
H -2.3651 1.8532 1.3720 0.295
H -2.1828 3.2017 0.1103 0.242
H -3.1049 1.6719 -0.2693 0.329

Model ii:
20
Properties=species:S:1:pos:R:3:mulliken_charge:R:1 method="wB97M-V/def2-TZVPD" molar_mass_g_mol=138.17 gap_ev=10.029 lumo_ev=0.60 multiplicity=1
C -3.7741 -1.3497 -0.0282 -0.383
C -4.6686 -0.2347 0.1960 -0.265
C -4.0926 1.0902 0.4051 -0.158
N -2.8515 1.4783 0.2895 -0.473
C -2.0909 0.3081 0.1742 -0.049
C -2.4349 -1.0141 -0.1215 -0.509
H -4.3574 -2.1582 -0.3369 0.418
H -5.7549 -0.2525 0.4264 0.314
H -4.7296 1.9500 0.5431 0.387
H -1.0075 0.6407 0.3565 0.320
H -1.7629 -1.6997 -0.5187 0.398
C 3.3410 -0.3690 -0.3189 -0.871
C 4.6860 -0.1747 0.1997 0.610
N 5.1725 0.9196 -0.4177 -0.450
O 5.2070 -0.6795 1.1568 -0.577
H 2.8529 -1.4377 -0.1050 0.280
H 3.0482 -0.2728 -1.3633 0.328
H 2.6934 0.2275 0.4137 0.205
H 5.8557 1.4949 0.1459 0.243
H 4.6681 1.5331 -1.0965 0.234

Of them, the most stable is model ii and the least stable is model i.

Model i:
9
Properties=species:S:1:pos:R:3:mulliken_charge:R:1 method="wB97M-V/def2-TZVPD" charge=+1 molar_mass_g_mol=79.08 gap_ev="8.471 / 7.789" lumo_ev="-7.77 / -7.59" multiplicity=1
C -3.8104 0.6513 -0.0866 0.184
C -0.6103 -1.6141 -0.0737 -0.650
C 0.2239 -0.7377 -0.0014 0.732
C 2.0220 0.8881 0.0370 -0.023
N -2.7644 0.2342 0.0731 -0.189
N 1.0403 0.1857 -0.1436 -0.027
H -1.2935 -2.3388 0.1739 0.439
H 2.0766 2.0598 -0.1177 0.251
H 3.1158 0.6715 0.1392 0.284

Model ii:
9
Properties=species:S:1:pos:R:3:mulliken_charge:R:1 method="wB97M-V/def2-TZVPD" charge=+1 molar_mass_g_mol=79.08 gap_ev=8.956 lumo_ev=-8.15 multiplicity=1
C 1.6827 -0.3144 -0.6962 0.633
C 0.5070 1.1314 -0.0580 -0.251
C -0.1548 -0.2031 -0.0469 0.557
C -1.3171 -0.6337 0.3090 -0.389
N 1.7604 0.9611 -0.3897 -0.270
N 0.8066 -1.1561 -0.5679 -0.290
H 0.2396 2.1366 0.4647 0.350
H -1.3147 -1.6665 0.1627 0.336
H -2.2096 -0.2553 0.8223 0.325

Of them, the most stable is model ii and the least stable is model i.

Model i:
9
Properties=species:S:1:pos:R:3:mulliken_charge:R:1 method="wB97M-V/def2-TZVPD" charge=-1 molar_mass_g_mol=103.12 gap_ev=6.579 lumo_ev=3.93 multiplicity=1
C -0.4970 -0.0760 -0.0047 0.544
C -0.1492 2.0202 -1.3080 -0.628
C 0.3236 -0.8933 1.0841 -0.742
O 0.1678 0.9584 -0.3845 0.113
O -1.5728 -0.4124 -0.4441 -0.581
S 0.1564 1.6227 -2.8778 -0.395
H -0.3492 -1.1923 1.9217 0.262
H 0.7541 -1.8302 0.5191 0.182
H 1.1663 -0.1971 1.4941 0.243

Model ii:
9
Properties=species:S:1:pos:R:3:mulliken_charge:R:1 method="wB97M-V/def2-TZVPD" charge=-1 molar_mass_g_mol=103.12 gap_ev=6.564 lumo_ev=3.83 multiplicity=1
C 0.6129 -2.5074 1.7425 -0.341
C 0.8902 -1.5846 1.0329 -0.146
C 0.1578 0.9200 -0.9346 -0.586
O 0.1689 2.2882 -0.2847 -0.349
O -2.0908 2.3190 -1.5467 -0.601
S -1.4169 1.7295 -0.3992 0.404
H 0.4944 -3.4696 2.1768 0.349
H 0.9490 -0.7779 0.2409 0.210
H 0.2345 1.0827 -2.0279 0.060

Model iii:
9
Properties=species:S:1:pos:R:3:mulliken_charge:R:1 method="wB97M-V/def2-TZVPD" charge=-1 molar_mass_g_mol=103.12 gap_ev=6.445 lumo_ev=3.96 multiplicity=1
C -0.1077 0.3135 0.0415 0.573
C 2.0053 1.1976 0.4888 -0.584
C -0.8357 -0.9310 -0.5813 -0.807
O 1.1542 0.1615 -0.0068 0.076
O -0.6985 1.2743 0.4658 -0.530
S 1.6735 1.5673 2.0898 -0.406
H -1.4885 -1.5997 0.0241 0.246
H -1.5655 -0.3760 -1.2544 0.219
H -0.1371 -1.6074 -1.2674 0.213

Of them, the most stable is model i and the least stable is model ii.

Model i:
19
Properties=species:S:1:pos:R:3:mulliken_charge:R:1 method="wB97M-V/def2-TZVPD" molar_mass_g_mol=190.21 gap_ev=8.451 lumo_ev=-0.07 multiplicity=1
C -3.0371 -0.7150 0.5080 -0.182
O -1.8182 0.0043 0.3419 -0.371
C -3.7973 -0.1378 1.6804 -1.204
H -3.6383 -0.6458 -0.4130 0.311
H -2.7972 -1.7786 0.6805 0.279
H -4.7325 -0.6968 1.8197 0.382
H -3.2091 -0.2128 2.6053 0.292
H -4.0465 0.9167 1.5002 0.312
C -0.6573 1.1428 -2.4216 0.622
O -1.4976 0.2274 -1.9636 -0.327
C -0.9917 -0.3678 -0.7418 0.280
C 0.3768 0.3027 -0.5988 -0.331
O 0.3825 1.2977 -1.6291 -0.336
O -0.6832 1.5336 -3.5682 -0.571
F -2.6335 -1.2637 -5.6637 -0.919
H -0.9787 -1.4610 -0.8355 0.360
H 0.4827 0.7976 0.3707 0.255
H 1.2141 -0.3850 -0.7533 0.237
K -1.7192 0.6175 -6.3633 0.914

Model ii:
19
Properties=species:S:1:pos:R:3:mulliken_charge:R:1 method="wB97M-V/def2-TZVPD" molar_mass_g_mol=190.21 gap_ev=5.007 lumo_ev=-1.52 multiplicity=1
C 1.6440 -0.2128 1.6713 -0.133
O 1.1241 -0.8413 0.5454 -0.748
C 3.1665 -0.3124 1.7561 -1.149
H 1.3706 0.8686 1.6877 0.210
H 1.2119 -0.6439 2.6018 0.190
H 3.5461 0.2114 2.6477 0.342
H 3.4819 -1.3654 1.8120 0.261
H 3.6387 0.1366 0.8690 0.287
C -2.6018 0.5874 -1.8329 0.760
O -1.4942 0.0749 -2.2898 -0.573
C -0.4092 -0.1122 -0.8270 0.378
C -1.5638 0.0627 0.1493 -0.277
O -2.5528 0.8550 -0.5299 -0.374
O -3.6725 0.5677 -2.4285 -0.769
F 0.2704 1.0739 -1.0250 -0.238
H -0.1446 -1.1022 -1.2032 0.379
H -2.0006 -0.9080 0.4024 0.254
H -1.2746 0.6225 1.0411 0.227
K -3.7403 0.4375 -5.0472 0.975

Of them, the most stable is model i and the least stable is model ii.